(1)
# C4H12S2

A 2-piece molecular cluster, C4H12S2 overall (wB97M-V/def2-TZVPD, OMol25).

Each line ends with the natural charge from an NBO analysis.
Atoms and positions in Å:
C 0.3711 1.7887 1.6889  -0.5095
C 0.1306 0.3120 1.4210  -0.6220
S 2.0826 2.3461 1.3830  -0.0556
H -0.2862 2.3891 1.0600  0.2144
H 0.1187 2.1069 2.6924  0.2152
H 0.1575 0.1057 0.3588  0.2115
H 1.9080 2.8303 0.1573  0.1185
H -0.8808 0.1138 1.7627  0.2036
H 0.8764 -0.3554 1.8426  0.2200
C -1.7823 -1.3018 -1.7102  -0.5128
C -0.8277 -0.4774 -2.5741  -0.6262
S -0.8938 -2.5886 -0.7618  -0.0615
H -2.3183 -0.6720 -0.9990  0.2229
H -2.4848 -1.8176 -2.3443  0.2139
H 0.1423 -0.9410 -2.7766  0.2211
H -1.2932 -2.3203 0.4869  0.1249
H -0.5757 0.4879 -2.1345  0.2094
H -1.2902 -0.2867 -3.5423  0.2120

Energy relative to the best compared isomer or geometry (same formula, charge and spin): 44.30 kJ/mol
2S+1: 1
Total charge: 0
Structure (SMILES): CCS.CCS

---

(2)
# C3H2O3V

C3H2O3V as an isolated structure (wB97M-V/def2-TZVPD, OMol25).

Each line ends with the Löwdin spin population.
Atoms and positions in Å:
O 4.1878 -0.2525 -0.0597  0.0230
C 3.1025 -0.6123 0.0855  0.0333
O 2.1334 -1.2464 0.3158  0.0782
O -0.0512 0.6725 -0.0491  -0.0024
C -1.2591 0.0208 -0.0712  -0.0239
C -2.4309 0.6787 -0.2258  0.0159
H -3.3789 0.1362 -0.1939  0.0025
H -2.4848 1.7779 -0.2295  0.0000
V 0.1814 -1.1749 0.4280  2.8733

Energy relative to the best compared isomer or geometry (same formula, charge and spin): 25.96 kJ/mol
2S+1: 4
<S²>: 3.792
Total charge: 0

---

(3)
# C45H129F3N10O16

A 16-piece molecular cluster, C45H129F3N10O16 overall (wB97M-V/def2-TZVPD, OMol25).

Each line ends with the Löwdin charge.
Atoms and positions in Å:
N 0.8215 -0.1014 0.3572  0.2881
H 0.1473 0.6449 0.2640  0.0549
H 1.1598 -0.3613 -0.5583  0.0414
H 0.4238 -0.9392 0.7572  0.0545
H 1.6680 0.1726 0.8353  0.0504
C -1.9740 2.8880 -0.4768  -0.3871
O -1.1038 3.6271 -1.2901  -0.1118
O -1.2521 1.7020 -0.1171  -0.2457
C -2.5916 3.7215 0.7082  -0.4870
F -3.2896 4.8347 0.3135  0.1093
F -3.5508 3.1052 1.4299  0.1193
F -1.5867 4.0813 1.5390  0.1257
C -1.5889 4.4730 -2.3767  -0.2063
C -0.4372 5.1677 -3.0984  -0.0646
H -0.6320 6.1812 -3.4490  0.0796
H 0.4522 5.3008 -2.4825  0.0581
H -0.1084 4.5737 -3.9511  0.0618
H -2.1590 5.2773 -1.9117  0.1063
H -2.2528 3.9814 -3.0879  0.1150
H -2.7668 2.6350 -1.1806  0.1289
C 2.8505 1.5217 4.9325  -0.1527
O 3.5436 0.5174 4.2743  -0.1359
H 2.2793 1.0823 5.7503  0.0831
H 3.5772 2.1406 5.4588  0.0909
H 2.1118 2.0410 4.3220  0.0656
H 4.4097 0.4942 4.6878  0.0920
C -3.4024 0.0224 2.5658  -0.1149
O -2.0211 0.0896 2.2295  -0.1608
H -3.8348 1.0209 2.5005  0.0688
H -4.0229 -0.6409 1.9632  0.0680
H -3.4288 -0.1566 3.6407  0.0640
H -1.9171 0.6549 1.4606  0.0246
C -1.5727 0.8495 -3.6897  -0.1693
O -0.5884 0.7249 -2.7711  -0.1375
H -1.3919 1.8270 -4.1368  0.0768
H -1.4629 0.0904 -4.4642  0.0706
H -2.5697 0.7590 -3.2586  0.0885
H -0.7730 1.3020 -2.0264  0.0396
C -1.2000 -3.0733 -4.1116  -0.1616
O -0.8474 -2.7896 -5.4540  -0.1232
H -2.2506 -3.3089 -3.9420  0.0829
H -0.5769 -3.8434 -3.6567  0.0768
H -1.0007 -2.2177 -3.4664  0.0569
H -1.1299 -3.5082 -6.0244  0.0838
C 1.7417 4.5031 0.8254  -0.1744
O 1.4446 3.1768 0.9480  -0.1257
H 1.8307 4.9159 -0.1795  0.0670
H 1.0072 5.0729 1.3945  0.0740
H 2.6897 4.7779 1.2879  0.0843
H 0.6346 2.9257 0.4979  0.0581
C 5.0529 2.4144 0.7113  -0.0286
C 4.2588 1.0324 0.5240  -0.3237
C 5.1270 -0.2314 0.8959  -0.1471
O 6.1192 -0.6012 -0.0957  -0.2012
C 6.7998 -1.8247 0.0846  -0.1138
N 3.1318 1.0851 1.4453  0.0199
H 4.4041 3.2193 0.3657  0.0451
H 5.8148 2.3837 -0.0676  0.0592
H 5.3912 2.6467 1.7211  0.0775
H 3.8393 0.9929 -0.4812  0.1154
H 4.4652 -1.0929 0.9847  0.0950
H 5.5686 -0.1765 1.8909  0.1177
H 6.2146 -2.7317 -0.0670  0.0595
H 7.3168 -1.8394 1.0441  0.0847
H 7.6262 -1.9276 -0.6186  0.0874
H 2.6574 1.9722 1.3561  0.0331
H 3.3635 1.0807 2.4284  0.0440
C -5.5181 1.3153 -0.7130  -0.0597
C -6.2344 0.1894 -1.4930  -0.4203
C -6.6741 -0.9251 -0.4964  -0.2084
O -5.6315 -1.6842 0.0802  -0.1994
C -6.0164 -2.7594 0.9275  -0.0967
N -7.3766 0.6751 -2.2471  0.0385
H -5.3315 2.1439 -1.3961  0.0728
H -4.5753 0.9835 -0.2782  0.0621
H -6.1156 1.7731 0.0754  0.0808
H -5.4734 -0.1495 -2.1960  0.1319
H -7.3489 -1.5287 -1.1033  0.1092
H -7.3417 -0.4828 0.2430  0.1245
H -5.1340 -3.2842 1.2934  0.0781
H -6.6489 -3.4590 0.3810  0.0824
H -6.6580 -2.4551 1.7545  0.0838
H -8.0129 -0.0715 -2.4874  0.0625
H -7.9626 1.1451 -1.5720  0.0679
C -5.0017 -2.8560 8.3627  -0.0676
C -4.6494 -1.6475 7.4519  -0.4088
C -4.7245 -1.9071 5.9140  -0.1473
O -3.8099 -2.9612 5.5341  -0.1909
C -2.4235 -2.8274 5.7076  -0.1193
N -5.5076 -0.5551 7.9198  0.0134
H -4.2882 -3.6728 8.2537  0.0682
H -5.9838 -3.2645 8.1247  0.0735
H -5.0769 -2.5361 9.4020  0.0683
H -3.6274 -1.3829 7.7234  0.1200
H -4.6098 -0.9733 5.3637  0.1007
H -5.6971 -2.3277 5.6583  0.1222
H -2.0580 -2.5141 6.6856  0.0797
H -1.9780 -2.1631 4.9672  0.0739
H -1.9211 -3.7705 5.4923  0.0871
H -6.5039 -0.7182 7.9485  0.0665
H -5.3106 -0.3472 8.8883  0.0623
C -1.4064 -0.5211 -8.0895  -0.0588
C -0.3893 0.5434 -7.7972  -0.4617
C 0.7963 0.1322 -6.8424  -0.1648
O 1.8256 1.1036 -6.6465  -0.1897
C 1.5578 2.2290 -5.8762  -0.1242
N 0.1998 0.9593 -9.0270  0.0334
H -2.3147 -0.0748 -8.4944  0.0819
H -1.6700 -0.9210 -7.1104  0.0590
H -1.0952 -1.3261 -8.7552  0.0839
H -0.8404 1.4295 -7.3507  0.1293
H 1.2391 -0.7750 -7.2535  0.1330
H 0.3608 -0.2383 -5.9144  0.0877
H 0.8220 2.9388 -6.2540  0.0914
H 2.4705 2.8013 -5.7100  0.0800
H 1.3086 1.9347 -4.8567  0.0797
H 0.5156 0.1004 -9.4545  0.0689
H 1.0648 1.3907 -8.7342  0.0606
C 2.1426 -1.8737 -4.0046  -0.0345
C 2.1462 -1.8145 -2.5004  -0.3692
C 3.3974 -2.4266 -1.8668  -0.1528
O 3.5166 -3.8197 -2.3184  -0.1804
C 4.7865 -4.2920 -1.8811  -0.1332
N 1.9870 -0.3889 -2.0842  0.0550
H 2.4445 -2.8613 -4.3533  0.0876
H 2.8478 -1.1477 -4.4092  0.0782
H 1.1588 -1.7854 -4.4657  0.0489
H 1.2495 -2.3311 -2.1580  0.1203
H 3.3019 -2.4438 -0.7811  0.1039
H 4.2683 -1.8422 -2.1636  0.1178
H 4.9177 -5.3002 -2.2741  0.0874
H 4.8985 -4.3593 -0.7990  0.0668
H 5.6465 -3.7907 -2.3252  0.0865
H 2.6009 0.2303 -2.5940  0.0446
H 1.1309 -0.0653 -2.5115  0.0448
C -2.3583 -1.8976 -0.5800  -0.0430
C -1.7687 -2.9838 0.2679  -0.3793
C -1.1368 -4.1629 -0.5197  -0.1888
O -1.9220 -4.6723 -1.5581  -0.1979
C -3.0208 -5.4502 -1.0522  -0.0746
N -0.7825 -2.3148 1.1387  0.0434
H -2.7924 -1.1006 0.0236  0.0618
H -3.1204 -2.2842 -1.2566  0.0813
H -1.6382 -1.3895 -1.2214  0.0699
H -2.5449 -3.2701 0.9776  0.1260
H -0.8515 -5.0068 0.1084  0.1165
H -0.2845 -3.7665 -1.0716  0.1115
H -3.6240 -4.7977 -0.4210  0.0692
H -2.6986 -6.2449 -0.3794  0.0837
H -3.6777 -5.9340 -1.7750  0.0898
H -0.4822 -3.0642 1.7455  0.0599
H -1.2321 -1.6220 1.7201  0.0452
C 6.4841 1.2026 -3.7689  -0.0699
C 4.9886 1.1575 -3.7512  -0.4480
C 4.4149 2.4317 -3.1638  -0.2122
O 3.0497 2.2178 -2.8947  -0.1833
C 2.5735 3.4860 -2.5884  -0.1337
N 4.6605 0.9193 -5.1385  0.0677
H 6.8425 2.1630 -4.1394  0.0845
H 6.8614 0.3812 -4.3781  0.0851
H 6.8784 1.0512 -2.7641  0.0746
H 4.7067 0.3223 -3.1100  0.1220
H 4.6050 3.2645 -3.8408  0.1310
H 4.9181 2.7047 -2.2362  0.1130
H 2.5512 4.1575 -3.4467  0.0942
H 3.0763 3.9573 -1.7439  0.0825
H 1.5286 3.4901 -2.2784  0.0690
H 3.6576 0.9931 -5.2321  0.0293
H 4.9919 1.6715 -5.7254  0.0830
C 2.0929 -4.5473 0.8370  -0.0510
C 2.8292 -4.2569 2.1422  -0.4379
C 1.8047 -4.2848 3.3258  -0.1879
O 0.8873 -3.2210 3.2927  -0.2232
C 1.3605 -1.9518 3.6711  -0.0930
N 3.8592 -5.2252 2.3675  0.0447
H 1.5120 -3.6639 0.5719  0.0603
H 1.4642 -5.4315 0.9422  0.0800
H 2.7587 -4.8098 0.0148  0.0653
H 3.2090 -3.2397 2.0456  0.1186
H 2.3072 -4.4098 4.2850  0.1179
H 1.1656 -5.1562 3.1831  0.1244
H 2.0973 -1.5725 2.9631  0.0718
H 1.7521 -1.9553 4.6884  0.0915
H 0.5029 -1.2795 3.6933  0.0781
H 4.1279 -5.0244 3.3202  0.0650
H 3.4870 -6.1638 2.3905  0.0780
C -1.6766 6.4886 4.5915  -0.0571
C -1.5466 5.0071 5.1400  -0.3951
C -0.1697 4.3872 4.7275  -0.2289
O -0.0838 3.0400 5.0532  -0.1940
C -0.4737 2.0868 4.0278  -0.0648
N -1.7656 5.0221 6.6097  0.0455
H -1.4528 6.5976 3.5303  0.0607
H -0.9096 7.1217 5.0377  0.0642
H -2.6501 6.9540 4.7458  0.0702
H -2.2590 4.3868 4.5960  0.1231
H 0.5616 5.0167 5.2344  0.1215
H 0.0502 4.5341 3.6700  0.1028
H -1.5473 2.0724 3.8395  0.0803
H -0.0330 1.1247 4.2888  0.0739
H -0.0087 2.3238 3.0709  0.0705
H -1.0036 5.5961 6.9413  0.0585
H -1.4230 4.0905 6.7961  0.0540

2S+1: 1
Total charge: 0

---

no.,total energy (hartree)
1,-955.9476
2,-1285.1071
3,-3842.5955